Entry 1:
49
Properties=species:S:1:pos:R:3:forces:R:3 method="wB97M-V/def2-TZVPD" lumo_energy_ev=-0.4 total_energy_ev=-47766.48912 relative_energy_kcal_mol=9.8 gap_ev=8.492 charge=0 homo_energy_ev=-8.9129
Sn -0.02856 0.34654 0.14269 0.5 0.3 -0.4
C 1.50816 0.53209 -2.53313 -0.1 0.0 0.0
C 2.17619 -0.69504 -1.86526 -0.1 -0.1 0.0
N 1.34919 -1.33133 -0.80787 0.1 0.0 -0.1
C 0.63731 -2.54591 -1.26088 0.0 0.1 0.0
C -0.78676 -2.59296 -0.72111 0.0 0.2 0.0
N -1.41756 -1.26494 -0.81309 -0.1 -0.3 0.3
C -1.90925 -0.80225 -2.12101 0.0 0.0 0.1
C -0.80027 -0.16354 -2.94287 0.1 0.0 0.0
N 0.09745 0.68524 -2.11981 -0.2 0.0 -0.1
H 2.04359 1.44535 -2.28343 0.0 0.0 0.2
H 1.54271 0.42273 -3.61792 0.0 0.1 0.0
H 2.45245 -1.44490 -2.60686 -0.1 0.0 -0.1
H 3.09148 -0.36765 -1.39063 0.1 0.0 0.0
H 1.99673 -1.53658 -0.03708 -0.1 0.0 0.1
H 0.61703 -2.55387 -2.34991 0.0 0.0 0.0
H 1.17785 -3.44182 -0.95647 0.0 0.0 0.1
H -1.37133 -3.34393 -1.25699 0.0 0.0 0.0
H -0.78190 -2.86336 0.33632 0.1 0.0 0.0
H -2.21046 -1.24218 -0.17806 0.1 0.1 0.0
H -2.37489 -1.62526 -2.66775 0.1 0.0 -0.1
H -2.67192 -0.05648 -1.89565 0.0 0.0 0.0
H -0.18296 -0.91852 -3.42748 0.0 0.0 0.0
H -1.24164 0.43770 -3.73725 0.0 0.0 0.0
H -0.18227 1.66516 -2.18403 -0.1 -0.1 -0.1
N 1.94549 3.19708 1.23425 0.1 0.1 0.2
C 0.82555 3.44941 0.50682 -0.3 0.1 -0.1
N 0.38980 4.64337 0.16371 0.0 0.0 0.0
N -0.71374 4.40724 -0.57307 0.0 0.1 0.0
N -0.95292 3.15698 -0.66714 0.1 -0.1 -0.1
N 0.01943 2.49297 0.03038 0.0 -0.1 0.0
C 2.59563 1.99605 1.17972 0.2 -0.3 0.0
N 3.78868 1.80991 1.70301 0.0 -0.1 0.0
N 4.07856 0.52130 1.43201 0.0 0.1 0.0
N 3.13100 -0.03260 0.78910 -0.2 -0.1 0.0
N 2.13259 0.88408 0.57972 -0.2 0.3 0.2
H 2.45642 3.98153 1.60572 0.0 0.0 0.0
N -1.74912 0.75985 3.19228 0.1 0.1 -0.1
C -0.68615 -0.11092 3.15918 0.1 0.0 0.3
N -0.19439 -0.72555 4.20958 0.1 -0.1 0.0
N 0.84817 -1.45466 3.73593 -0.1 0.1 0.1
N 0.99868 -1.29389 2.48324 -0.2 0.0 0.0
N 0.02826 -0.42737 2.06340 -0.2 -0.2 0.0
C -2.50019 1.02454 2.06822 -0.2 -0.1 0.2
N -3.74116 1.46530 2.06117 0.1 -0.1 -0.1
N -4.09472 1.44496 0.75847 0.0 0.0 0.1
N -3.13559 1.02285 0.02485 0.0 0.1 0.1
N -2.07613 0.74789 0.83866 0.2 0.1 -0.3
H -2.19441 0.90038 4.08471 0.0 0.0 0.0

Entry 2:
14
Properties=species:S:1:pos:R:3:forces:R:3 method="wB97M-V/def2-TZVPD" lumo_energy_ev=0.4 total_energy_ev=-11209.61657 relative_energy_kcal_mol=165.1 gap_ev=8.362 charge=0 homo_energy_ev=-7.9795
C 0.40214 0.79143 -0.44938 -0.3 -0.1 0.1
C 0.63225 -0.53212 -0.64771 1.9 -1.3 -2.6
C -0.73260 0.76545 0.44748 0.2 1.8 -0.6
H 0.31881 2.34304 -1.61943 1.2 0.9 0.4
H 2.14307 2.30065 -0.66029 -5.1 -1.8 -2.1
H 1.18622 -1.12005 -1.56528 -1.2 1.7 3.0
H 1.19272 -2.63602 1.38022 -4.6 0.8 -2.2
H -1.08768 -2.75427 0.96127 5.3 0.7 -0.7
H -2.41034 1.39167 1.03774 -0.8 -0.7 0.8
N 1.04193 1.75990 -1.19385 3.3 2.4 0.9
N -0.12293 -1.16652 0.21947 -1.0 -2.2 2.2
N 0.09403 -2.46928 0.56706 -1.2 -2.1 2.7
N -0.98409 -0.36196 0.98817 1.6 -2.8 -1.2
O -1.67353 1.68809 0.53454 0.7 2.9 -0.6

Entry 3:
11
Properties=species:S:1:pos:R:3:forces:R:3 method="wB97M-V/def2-TZVPD" lumo_energy_ev="-5.9 / -10.1" total_energy_ev=-9777.13927 s2=0.7578 relative_energy_kcal_mol=18.3 gap_ev="7.708 / 3.540" multiplicity=2 charge=+1 homo_energy_ev="-13.6019 / -13.6019"
O -2.47032 -0.41981 1.32034 0.0 0.0 -0.2
C -1.53439 -0.88475 1.96904 0.1 -0.3 0.2
N -0.46038 -1.48369 1.50398 1.6 0.0 0.6
C -0.04365 -1.49939 0.12069 -0.1 -0.3 0.0
O -0.82792 -1.41120 -0.75050 -0.7 0.5 -0.1
H -1.53634 -0.82247 3.07608 -0.6 0.2 -0.2
H 0.25714 -1.70990 2.20914 -0.4 0.0 -0.4
H 1.03390 -1.62100 -0.01361 0.2 -0.1 0.2
H 1.69468 2.78696 -3.75987 0.3 -0.1 0.1
H 2.27657 3.51759 -2.49130 0.1 -0.3 -0.3
O 1.61071 3.54767 -3.18400 -0.4 0.4 0.2

Entry 4:
16
Properties=species:S:1:pos:R:3:forces:R:3 method="wB97M-V/def2-TZVPD" lumo_energy_ev="-1.5 / -1.5" total_energy_ev=-10233.02890 relative_energy_kcal_mol=120.2 gap_ev="7.210 / 7.212" charge=0 homo_energy_ev="-8.7135 / -8.7159"
C 0.05797 -1.21712 1.13210 -0.5 -0.2 -0.6
C 1.01917 0.36371 -0.57533 0.2 0.1 0.4
C -0.18065 0.10344 0.36749 0.6 0.5 0.2
N 2.21601 0.81886 -0.13762 0.0 0.0 -0.2
C -1.22723 -0.45406 -1.02737 0.3 -0.2 -0.5
N 0.52327 0.03836 -1.67634 -0.8 -0.1 1.0
N -0.56682 1.20657 0.98273 -0.1 0.2 -1.2
N -2.26197 0.16564 -1.40521 0.4 0.0 0.4
H 2.84533 1.18091 -0.83947 0.0 0.0 0.1
H 2.17074 1.36111 0.71506 -0.1 -0.1 -0.1
H -1.57647 1.35507 0.89773 0.0 -0.3 0.6
H -2.16420 1.17692 -1.28197 0.0 0.0 0.0
H -1.19382 -1.53834 -1.11678 0.0 0.0 0.0
H 0.80827 -1.03532 1.90086 -0.1 0.1 -0.1
H -0.88124 -1.52065 1.59495 0.1 0.0 0.0
H 0.41164 -2.00510 0.46915 0.0 0.0 0.0

Entry 5:
28
Properties=species:S:1:pos:R:3:forces:R:3 method="wB97M-V/def2-TZVPD" lumo_energy_ev=-3.3 total_energy_ev=-18728.04926 relative_energy_kcal_mol=83.8 gap_ev=9.709 charge=+1 homo_energy_ev=-13.0029
O 3.74843 1.05399 0.50919 0.3 -0.6 -1.7
H 4.09874 0.82270 -0.39369 -0.4 0.3 1.3
H 2.34537 -2.98265 -0.94672 -0.2 0.2 0.3
O 0.98508 1.56857 3.23758 1.5 -1.7 -0.6
H 0.20679 2.08438 3.16919 -0.7 1.3 0.7
O -1.32083 -0.53826 -2.42224 -1.5 -2.7 2.4
H -3.03238 2.10221 -0.89850 2.0 0.3 -0.5
H -0.80722 0.01901 -2.95413 1.7 0.3 -1.3
O -2.05445 1.91238 -1.00996 -0.8 0.6 0.3
H 4.00363 1.97851 0.58875 -0.1 0.2 0.3
H 1.55539 1.69114 4.01202 -0.9 0.5 -0.2
O -0.54012 -1.89214 0.22804 0.7 -2.8 -0.4
H -2.54309 0.54735 -3.59476 -1.6 0.3 0.8
H -0.98354 -1.33593 -0.39141 -0.5 1.0 -1.0
O -3.42571 0.83071 -3.25913 0.3 0.5 -3.5
H -3.44378 0.67374 -2.35286 0.5 -0.6 2.1
H -0.25195 -2.69032 -0.31228 -0.8 1.6 1.0
O 1.53889 -0.77154 1.42618 -2.2 2.2 -0.5
H -1.23495 -1.52393 -2.50082 0.5 1.8 -0.9
H 1.40429 -1.64857 0.82074 -0.1 2.2 0.7
O -1.06358 -0.08539 1.98025 0.9 0.5 0.2
H -1.60885 2.63920 -1.50427 -1.2 -0.6 0.6
H 1.97585 -0.02102 0.91233 0.4 -1.2 0.7
O 1.91304 -2.17849 -0.61082 0.9 -0.4 -0.6
H 0.57996 -0.20907 1.61924 1.4 -2.6 -0.1
H -1.11185 0.25874 2.87732 -0.4 -0.1 0.0
H -1.92744 -0.36800 1.66372 0.1 0.0 0.2
H 2.57547 -1.48592 -0.74693 -0.1 -0.2 -0.2

Entry 6:
38
Properties=species:S:1:pos:R:3:forces:R:3 method="wB97M-V/def2-TZVPD" lumo_energy_ev=-3.5 total_energy_ev=-24428.99965 relative_energy_kcal_mol=28.9 gap_ev=9.540 charge=+1 homo_energy_ev=-13.0451
N 0.28228 0.59252 0.22770 -1.9 -0.5 2.5
H 0.13637 1.33763 -0.40018 -0.3 1.2 -1.6
H -0.56910 0.00299 0.24213 0.1 0.3 -0.4
H 0.33281 1.00038 1.17839 0.4 -0.4 -0.5
H 1.04429 0.01537 -0.02195 1.2 -0.4 -0.3
O -0.50360 -2.34494 -0.69179 -0.7 1.4 1.3
H -0.66027 -2.91042 0.06189 -0.7 -0.1 0.6
H 0.07832 -2.87298 -1.17351 1.5 -1.4 -1.7
O -3.33313 -0.98492 -0.30950 -0.4 0.3 -2.0
H -3.96111 -0.32826 -0.66915 0.5 -0.6 -0.2
H -3.31189 -0.71491 0.60175 -0.1 -0.2 1.1
O 2.86868 1.99976 -0.74089 -0.6 0.8 -0.3
H 3.40745 1.29375 -0.42899 0.6 -1.3 0.6
H 3.47756 2.58607 -1.18497 0.3 0.4 -0.1
O -1.70980 0.58553 -2.07347 -2.0 2.5 0.8
H -0.86897 0.59939 -2.42999 2.7 0.3 -1.5
H -1.83405 -0.30037 -1.86256 -0.9 -2.7 0.8
O 3.72569 -0.54884 0.28971 -0.7 -0.5 0.3
H 4.66015 -0.68308 0.41708 0.6 -0.1 0.0
H 3.28257 -1.14842 0.93160 0.5 1.1 -0.5
O -3.49270 -0.38050 2.13506 0.2 -1.2 0.5
H -2.55464 -0.42680 2.37614 -0.2 0.6 0.2
H -3.84997 0.49161 2.15571 0.1 0.9 0.5
O -0.78472 -1.14671 2.91033 0.3 -0.1 0.0
H -1.00468 -1.74562 3.61419 -1.1 -0.2 0.8
H 0.10658 -1.47939 2.76823 0.3 0.5 -0.8
O 1.68111 -1.56734 1.80396 0.2 -0.7 -1.3
H 1.78562 -2.19430 1.05865 -0.7 0.3 0.2
H 2.12814 -2.05440 2.48297 0.5 -0.3 1.2
O 0.75699 -0.45821 -2.78799 0.8 0.9 0.1
H 1.63985 -0.10410 -2.98997 -0.4 -0.1 0.0
H 0.89553 -1.38963 -2.67836 0.0 -0.7 -0.1
O -2.08038 2.23826 0.95250 -0.6 0.2 -0.3
H -3.04156 2.12543 1.03683 0.5 -0.1 0.2
H -2.06714 2.83116 0.18716 0.4 0.0 0.0
O 0.74323 2.86420 -2.22305 1.7 -1.0 -0.5
H 1.04503 2.53022 -3.11724 -0.7 0.7 1.4
H 1.54946 2.68984 -1.64844 -1.4 0.2 -1.0

Entry 7:
56
Properties=species:S:1:pos:R:3:forces:R:3 method="wB97M-V/def2-TZVPD" lumo_energy_ev="-6.8 / -6.8" total_energy_ev=-73190.87529 s2=0.7538 relative_energy_kcal_mol=0.1 gap_ev="6.999 / 7.002" multiplicity=2 charge=+2 homo_energy_ev="-13.8355 / -13.8419"
Ti -0.17321 -0.09203 0.44512 0.0 0.2 0.1
N -0.66686 -0.74929 -1.67789 -0.1 0.0 0.0
C 0.30552 -1.71678 -2.22574 0.0 0.0 0.0
C 0.67240 -2.70430 -1.13468 0.0 0.0 0.0
N 1.00132 -2.03477 0.15499 0.0 -0.1 0.0
C 0.65121 -2.93627 1.28502 0.0 0.0 0.0
C -0.84754 -2.99423 1.49470 0.0 0.0 0.0
N -1.39445 -1.61409 1.58210 0.0 -0.1 0.0
C 2.45278 -1.71408 0.22415 0.0 0.0 0.0
C 2.79685 -0.52781 -0.66182 0.0 0.0 0.0
N 1.73462 0.50918 -0.56475 0.1 0.1 0.0
H -1.58959 -1.17524 -1.70117 0.0 0.0 0.0
H -0.72473 0.05277 -2.32422 0.0 0.0 0.0
H 1.16597 -1.16156 -2.58784 0.0 0.0 0.0
H -0.10309 -2.25775 -3.08137 0.0 0.0 0.0
H 1.50065 -3.34757 -1.44390 0.0 0.0 0.0
H -0.18495 -3.35598 -0.96803 0.0 0.0 0.0
H 1.13371 -2.54212 2.18019 0.0 0.0 0.0
H 1.04860 -3.94197 1.11599 0.0 0.0 0.0
H -1.06858 -3.57003 2.39415 0.0 0.0 0.0
H -1.34916 -3.49697 0.66846 0.0 0.0 0.0
H -1.24882 -1.25980 2.52844 0.0 0.0 0.0
H -2.40403 -1.65184 1.47601 0.0 0.0 0.0
H 3.04477 -2.59059 -0.05480 0.0 0.0 0.0
H 2.67856 -1.46974 1.25962 0.0 0.0 0.0
H 2.91037 -0.82758 -1.70116 0.0 0.0 0.0
H 3.76089 -0.12153 -0.35605 0.0 0.0 0.0
H 1.58843 0.95868 -1.47748 0.0 0.0 0.0
H 2.06808 1.26886 0.02792 0.0 0.0 0.0
C 3.42228 1.21811 4.26307 0.0 0.0 0.0
S 2.89568 2.52787 3.14347 0.0 0.0 0.0
C 1.53222 1.85112 2.32123 0.0 0.0 0.0
S 0.99732 0.20613 2.59226 0.0 0.0 0.0
N 0.94985 2.66238 1.48447 0.0 0.0 0.0
N -0.13963 2.07085 0.88539 0.0 -0.2 -0.1
C -1.15174 2.81560 0.66702 0.0 0.0 0.0
C -2.35531 2.15564 0.16331 0.0 0.0 0.0
C -3.51304 2.85753 -0.12321 0.0 0.0 0.0
C -4.63672 2.15488 -0.53458 0.0 0.0 0.0
C -4.55887 0.77653 -0.63647 0.0 0.0 0.0
C -3.36007 0.15467 -0.32781 0.0 0.0 0.0
N -2.26745 0.81283 0.06395 0.0 0.0 0.0
H 4.25550 1.65272 4.81267 0.0 0.0 0.0
H 3.76724 0.34112 3.72318 0.0 0.0 0.0
H 2.63166 0.95861 4.96141 0.0 0.0 0.0
H -1.13804 3.87058 0.92547 0.0 0.0 0.0
H -3.53159 3.93320 -0.01380 0.0 0.0 0.0
H -5.55712 2.67489 -0.76254 0.0 0.0 0.0
H -5.40920 0.18366 -0.94112 0.0 0.0 0.0
H -3.28385 -0.92495 -0.39632 0.0 0.0 0.0
N -0.18600 1.43865 -3.72900 0.0 0.0 0.0
N 0.77087 2.18178 -2.95231 0.0 0.0 0.1
H -0.75666 2.05484 -4.30256 0.0 0.0 0.0
H 0.34087 0.85904 -4.37360 0.0 0.0 0.0
H 0.24726 2.71811 -2.26867 0.0 0.0 0.0
H 1.27481 2.85804 -3.52089 0.0 0.0 0.0

Entry 8:
39
Properties=species:S:1:pos:R:3:forces:R:3 method="wB97M-V/def2-TZVPD" lumo_energy_ev=0.4 total_energy_ev=-58515.23943 gap_ev=10.269 charge=0 homo_energy_ev=-9.9091
C 3.58383 -1.05818 -2.82196 0.0 0.0 0.0
O 2.65096 -1.14466 -1.72782 0.0 0.0 0.0
S 1.17004 -1.68919 -2.03817 0.0 -0.1 -0.2
O 1.29015 -2.82770 -2.92884 -0.1 0.4 0.1
O 0.66833 -0.48545 -3.02631 -0.1 -0.2 0.1
H 3.07034 -0.81240 -3.74997 0.0 0.0 0.0
H 4.11070 -2.00414 -2.92772 0.0 0.0 0.0
H 4.27334 -0.25971 -2.56014 0.0 0.0 0.0
H 0.32011 0.24382 -2.48622 0.1 0.1 0.0
O -1.36143 -0.94103 0.18282 0.0 0.0 0.0
S -2.47569 -0.97226 1.08769 0.0 0.0 -0.1
O -2.37906 -0.23267 2.30891 0.0 0.0 0.0
O -2.84553 -2.47899 1.38537 0.0 0.1 0.1
C -1.75386 -3.38598 1.70972 0.1 -0.1 -0.1
C -1.23733 -3.19115 3.11617 0.0 0.0 0.0
C -3.94699 -0.52195 0.24101 0.0 0.0 0.0
H -0.97164 -3.25840 0.96121 0.0 0.0 0.0
H -2.19927 -4.36943 1.57940 0.0 0.0 0.0
H -0.75892 -2.22072 3.23968 0.0 0.0 0.0
H -0.50369 -3.96923 3.33018 0.0 0.0 0.0
H -2.04891 -3.26873 3.83917 0.0 0.0 0.0
H -4.01370 -1.09915 -0.67667 0.0 0.0 0.0
H -3.86190 0.54129 0.02534 0.0 0.0 0.0
H -4.79440 -0.71108 0.89456 0.0 0.0 0.0
O 0.32460 2.69571 -1.72649 -0.1 -0.1 -0.1
S 1.03982 3.44149 -0.72761 0.1 0.0 0.1
O 2.46375 3.52129 -0.82716 0.0 0.0 0.0
O 0.61546 2.91121 0.70010 0.1 0.1 -0.1
C 0.46990 1.46570 0.81272 -0.1 -0.2 0.1
C 1.79878 0.75171 0.85094 0.1 0.1 0.0
C 0.37804 5.06434 -0.59478 0.0 0.0 -0.1
H -0.14561 1.13261 -0.01741 0.0 0.0 0.0
H -0.09939 1.31604 1.72705 0.0 0.1 0.0
H 2.35340 0.88532 -0.07663 0.0 0.0 0.0
H 1.62036 -0.31542 0.98651 0.0 0.0 0.0
H 2.41573 1.11651 1.67262 0.0 0.0 0.0
H -0.70204 4.99796 -0.50217 0.0 0.0 0.0
H 0.65835 5.58709 -1.50681 0.0 0.0 0.0
H 0.82337 5.54555 0.27175 0.0 0.0 0.0